1.
# C3H2N2O

C3H2N2O in the gas phase at a distorted geometry (the ωB97M-V functional and the def2-TZVPD basis, OMol25).

Its spin multiplicity is 3. The value obtained for the highest occupied orbital energy (alpha / beta) is -5.657 / -11.477 eV. The calculation puts the energy above the lowest of the compared OMol25 structures with the same formula, charge and spin at 79.2 kcal per mole. As for the max |F|: 9.2 eV Å⁻¹.

```
8
C3H2N2O | OMol25 | the ωB97M-V functional and the def2-TZVPD basis
C -1.759 -0.673 -0.179
C 0.676 -1.329 0.056
C -0.385 -0.471 -0.540
N -2.763 -0.976 0.300
N 0.349 -0.176 0.720
O 1.291 -2.291 -0.040
H -0.073 0.187 -1.554
H 0.946 0.681 0.932
```

Charge distribution, Mulliken scheme, values in e: 0.312 0.212 0.006 -0.359 -0.331 -0.306 0.249 0.218

***

2.
# C3H2N2O2

C3H2N2O2 as an isolated structure at a distorted geometry (the ωB97M-V functional and the def2-TZVPD basis, OMol25).

Its spin multiplicity is 1. The value obtained for the highest occupied orbital energy is -9.784 eV. The calculation puts the energy above the lowest of the compared OMol25 structures with the same formula, charge and spin at 85.2 kcal per mole. As for the max |F|: 5.6 eV Å⁻¹.

```
9
C3H2N2O2 | OMol25 | the ωB97M-V functional and the def2-TZVPD basis
C 1.256 0.057 0.067
C 0.152 -0.896 0.078
C -1.151 -0.532 -0.048
H 0.541 -1.836 0.176
H -2.007 -1.120 -0.192
N -0.280 1.919 -0.058
N 0.763 1.487 0.138
O 2.377 0.222 -0.137
O -1.652 0.699 -0.024
```

Charge distribution, Mulliken scheme, values in e: 0.616 -0.794 0.126 0.400 0.459 0.019 0.106 -0.419 -0.511

***

3.
# C3H2N2O2

A 2-piece molecular cluster, C3H2N2O2 overall at a distorted geometry (the ωB97M-V functional and the def2-TZVPD basis, OMol25).

Its spin multiplicity is 1. The value obtained for the highest occupied orbital energy (alpha / beta) is -9.313 / -9.312 eV. The calculation puts the energy above the lowest of the compared OMol25 structures with the same formula, charge and spin at 98.0 kcal per mole. As for the max |F|: 1.9 eV Å⁻¹.

```
9
C3H2N2O2 | OMol25 | the ωB97M-V functional and the def2-TZVPD basis
N 1.470 -1.734 0.473
C 0.623 -0.910 0.687
O 0.555 0.599 -0.784
C -0.593 1.152 -0.954
O -1.611 1.016 -0.258
C -0.362 -0.411 1.516
N -1.306 0.303 1.550
H 1.967 -1.836 -0.406
H -0.743 1.821 -1.825
```

Charge distribution, Mulliken scheme, values in e: -0.402 0.725 -0.607 0.217 -0.524 0.042 -0.178 0.334 0.392

***

4.
# C3H2N2O2

C3H2N2O2 in the gas phase at a distorted geometry (the ωB97M-V functional and the def2-TZVPD basis, OMol25).

Its spin multiplicity is 1. Its SMILES is O=Cc1ncno1. The value obtained for the highest occupied orbital energy is -11.075 eV. The calculation puts the energy above the lowest of the compared OMol25 structures with the same formula, charge and spin at 57.5 kcal per mole. As for the max |F|: 2.7 eV Å⁻¹.

```
9
C3H2N2O2 | OMol25 | the ωB97M-V functional and the def2-TZVPD basis
O -2.545 -0.238 -0.842
C -1.817 0.196 0.010
C -0.325 -0.201 0.097
N 0.513 0.796 0.142
C 1.747 0.200 0.022
N 1.809 -1.096 0.095
O 0.171 -1.406 0.028
H -2.127 0.964 0.742
H 2.597 0.832 -0.289
```

Charge distribution, Mulliken scheme, values in e: -0.393 -0.052 0.739 -0.507 0.033 -0.204 -0.289 0.312 0.361

***

5.
# C3H2N2O2

C3H2N2O2 in the gas phase at a distorted geometry (the ωB97M-V functional and the def2-TZVPD basis, OMol25).

Its spin multiplicity is 1. Its SMILES is N#CC(=O)/C=N\O. The value obtained for the highest occupied orbital energy is -10.575 eV. The calculation puts the energy above the lowest of the compared OMol25 structures with the same formula, charge and spin at 117.0 kcal per mole. As for the max |F|: 11.2 eV Å⁻¹.

```
9
C3H2N2O2 | OMol25 | the ωB97M-V functional and the def2-TZVPD basis
N 0.923 -2.232 0.245
C -0.036 -1.364 0.212
C -0.947 -0.423 -0.703
O -1.793 -0.858 -1.401
C -0.655 0.917 -0.223
N 0.443 1.335 0.463
O 1.238 0.243 0.803
H -1.204 1.800 -0.550
H 2.031 0.582 1.153
```

Charge distribution, Mulliken scheme, values in e: -0.446 0.409 0.510 -0.411 -0.218 -0.311 -0.291 0.405 0.353

***

6.
# C3H2N2O2

C3H2N2O2 in the gas phase at a distorted geometry (the ωB97M-V functional and the def2-TZVPD basis, OMol25).

Its spin multiplicity is 1. Its SMILES is O=Cc1ncno1. The value obtained for the highest occupied orbital energy (alpha / beta) is -10.732 / -10.731 eV. The calculation puts the energy above the lowest of the compared OMol25 structures with the same formula, charge and spin at 97.4 kcal per mole. As for the max |F|: 1.6 eV Å⁻¹.

```
9
C3H2N2O2 | OMol25 | the ωB97M-V functional and the def2-TZVPD basis
O 0.784 1.025 2.328
C 0.315 0.568 1.351
C -0.040 1.045 -0.102
N 0.803 0.399 -0.893
C 0.094 -0.708 -1.216
N -1.118 -0.755 -0.706
O -1.284 0.491 -0.159
H -0.067 -0.510 1.139
H 0.512 -1.554 -1.743
```

Charge distribution, Mulliken scheme, values in e: -0.371 0.201 0.385 -0.469 -0.038 -0.292 -0.136 0.350 0.370